1.
{"formula": "C5H6NS", "method": "the ωB97M-V functional and the def2-TZVPD basis", "smiles": "CC1=CS[N+]2=C[C@H]12", "e_homo_ev": [-13.64, -13.64], "e_above_lowest_kj_mol": 335.3, "charge": 1, "multiplicity": 1, "molar_mass_g_mol": 112.18, "lumo_energy_ha": [-0.24591, -0.24593], "orbital_gap_ev": [6.95, 6.95], "elements": ["C", "C", "C", "S", "N", "C", "C", "H", "H", "H", "H", "H", "H"], "positions_angstrom": [[1.3735, 0.3923, 1.0969], [0.1672, -0.1762, 0.3646], [0.1581, -1.4360, -0.1080], [-1.1150, -1.9429, -1.2051], [-1.7920, -0.1774, -1.0325], [-1.2716, 0.9090, -1.4818], [-1.0447, 0.6821, -0.0579], [1.4335, 1.4714, 1.1115], [2.3411, -0.0309, 0.6306], [1.3740, 0.1042, 2.2258], [0.9043, -2.2187, 0.1374], [-0.8804, 1.3728, -2.3275], [-1.6478, 1.0504, 0.6460]], "forces_ev_per_angstrom": [[1.03, -1.57, 1.53], [0.96, 1.16, -0.67], [-0.35, 0.26, -0.36], [-0.72, 1.55, 0.30], [1.24, -0.71, -1.14], [-0.14, -1.82, 2.01], [2.17, -3.16, -1.25], [-0.17, 0.23, -0.35], [-1.56, 0.74, 0.83], [-0.04, 0.29, -1.95], [-0.60, 0.56, -0.04], [0.20, 0.56, -1.65], [-2.01, 1.90, 2.74]]}

=====

2.
{"formula": "C5H6NiO3S", "method": "the ωB97M-V functional and the def2-TZVPD basis", "e_homo_ev": [-18.27, -19.28], "e_above_lowest_kj_mol": 0.0, "charge": 2, "multiplicity": 3, "molar_mass_g_mol": 204.86, "lumo_energy_ha": [-0.40729, -0.47044], "orbital_gap_ev": [7.19, 6.47], "elements": ["O", "C", "Ni", "C", "C", "O", "O", "C", "S", "C", "H", "H", "H", "H", "H", "H"], "positions_angstrom": [[-1.8769, 1.1924, -2.1984], [-1.0046, 0.9368, -1.4839], [0.4104, 1.1186, -0.2519], [1.4884, 2.0617, 0.8200], [0.5145, 2.6445, -1.1116], [2.1358, 2.7764, 1.4608], [0.6153, 3.6619, -1.6584], [-1.1658, -1.1353, 1.4282], [0.5318, -0.7990, 0.8899], [0.6648, -2.0211, -0.4456], [-1.5868, -0.2258, 1.8663], [-1.0741, -1.9222, 2.1866], [-1.7827, -1.4705, 0.5863], [1.4007, -2.7622, -0.1122], [-0.2958, -2.5169, -0.6201], [1.0251, -1.5392, -1.3559]], "forces_ev_per_angstrom": [[3.86, -1.09, 2.95], [-6.54, -0.36, -4.43], [-0.96, -3.67, 0.81], [5.83, 4.66, 7.01], [1.13, 9.58, -6.34], [-2.87, -3.16, -3.08], [-0.53, -4.54, 2.69], [-0.19, 0.12, 0.19], [-0.32, -1.41, 0.08], [0.39, -0.47, 0.04], [0.05, -0.22, 0.15], [-0.21, 0.21, -0.11], [0.23, 0.09, 0.21], [-0.12, 0.14, -0.21], [0.20, 0.25, 0.06], [0.05, -0.12, 0.00]]}

=====

3.
{"formula": "C5H6O", "method": "the ωB97M-V functional and the def2-TZVPD basis", "smiles": "CC#CC(C)=O", "e_homo_ev": -9.36, "e_above_lowest_kj_mol": 343.5, "charge": 0, "multiplicity": 1, "molar_mass_g_mol": 82.10, "lumo_energy_ha": -0.00367, "orbital_gap_ev": 9.26, "elements": ["C", "C", "C", "C", "C", "O", "H", "H", "H", "H", "H", "H"], "positions_angstrom": [[-2.7064, 0.6498, -0.0338], [-1.3064, 0.3815, 0.0241], [0.1287, 0.2576, 0.1421], [1.5310, 0.3005, 0.0122], [2.2185, -1.0492, 0.0134], [2.1359, 1.3500, -0.0780], [-2.9213, 1.1901, -0.9586], [-3.2933, -0.2681, -0.0077], [-2.9878, 1.2886, 0.8058], [1.5219, -1.8564, -0.1988], [2.6585, -1.2075, 0.9972], [3.0208, -1.0369, -0.7178]], "forces_ev_per_angstrom": [[-0.71, 0.01, 0.02], [14.21, -1.21, 1.04], [-14.75, 1.47, -0.91], [1.40, -0.25, -0.16], [0.04, 0.16, -0.04], [-0.05, -0.17, 0.03], [-0.07, 0.00, 0.02], [-0.10, 0.03, -0.01], [-0.08, 0.00, -0.02], [-0.01, -0.01, 0.01], [0.01, -0.03, 0.07], [0.10, 0.00, -0.06]]}

=====

4.
{"formula": "C5H6O", "method": "the ωB97M-V functional and the def2-TZVPD basis", "e_homo_ev": -7.93, "e_above_lowest_kj_mol": 752.9, "charge": 0, "multiplicity": 1, "molar_mass_g_mol": 82.10, "lumo_energy_ha": -0.04602, "orbital_gap_ev": 6.67, "elements": ["C", "C", "C", "C", "C", "H", "H", "H", "H", "H", "H", "O"], "positions_angstrom": [[0.0894, -0.1112, 0.7996], [0.3114, -1.0129, -0.4333], [0.5474, -0.0515, -1.5540], [0.0088, 1.1198, -1.2678], [-0.4874, 1.1305, 0.0421], [-0.9127, -2.0635, 1.3688], [1.2705, 0.1311, 0.8145], [0.3546, -2.3084, -0.3642], [0.9684, -0.6127, -2.4228], [0.2014, 1.9286, -2.1234], [-1.0327, 1.7955, 0.6780], [-0.4583, -0.6649, 2.0661]], "forces_ev_per_angstrom": [[0.03, -0.90, -1.68], [1.33, -0.33, -1.35], [1.10, -10.85, 1.68], [-1.33, 6.04, 0.53], [1.60, -0.41, 0.46], [1.28, 4.40, 2.53], [-2.23, -0.26, 0.88], [0.46, 4.16, -0.32], [-0.48, 1.63, 0.25], [-1.31, -1.21, 2.45], [0.03, 0.99, -0.38], [-0.48, -3.26, -5.05]]}

=====

5.
{"formula": "C5H6O", "method": "the ωB97M-V functional and the def2-TZVPD basis", "smiles": "C#C[C@H]1CCO1", "e_homo_ev": -9.83, "e_above_lowest_kj_mol": 285.5, "charge": 0, "multiplicity": 1, "molar_mass_g_mol": 82.10, "lumo_energy_ha": 0.04029, "orbital_gap_ev": 10.92, "elements": ["C", "C", "C", "C", "C", "O", "H", "H", "H", "H", "H", "H"], "positions_angstrom": [[-0.0194, -1.4638, 2.1336], [-0.5318, -0.8825, 1.2122], [-0.8225, -0.2991, -0.1023], [-0.2907, 1.1332, -0.3571], [0.8529, 0.3993, -1.0734], [0.1526, -0.8520, -1.0146], [0.5966, -2.0466, 2.7827], [-1.8368, -0.4873, -0.4675], [-0.9053, 1.7405, -1.0297], [-0.0540, 1.7238, 0.5296], [1.7869, 0.3838, -0.4974], [1.0715, 0.6506, -2.1163]], "forces_ev_per_angstrom": [[0.08, 0.10, -0.57], [0.20, -0.13, 0.37], [-0.17, -0.04, -0.18], [0.02, 0.15, 0.01], [0.34, 0.21, -0.17], [-0.10, 0.02, -0.15], [-0.38, 0.17, 0.24], [0.08, -0.08, 0.31], [-0.02, -0.32, 0.16], [0.10, -0.17, -0.13], [-0.11, -0.12, -0.09], [-0.05, 0.20, 0.21]]}

=====

6.
{"formula": "C5H6O", "method": "the ωB97M-V functional and the def2-TZVPD basis", "smiles": "C#CC1(O)CC1", "e_homo_ev": -9.45, "e_above_lowest_kj_mol": 403.1, "charge": 0, "multiplicity": 1, "molar_mass_g_mol": 82.10, "lumo_energy_ha": 0.03561, "orbital_gap_ev": 10.42, "elements": ["C", "C", "C", "O", "C", "C", "H", "H", "H", "H", "H", "H"], "positions_angstrom": [[-0.4637, -0.1192, -2.5559], [-0.2064, -0.0968, -1.3791], [0.1586, -0.1068, 0.0070], [1.1859, -1.1448, 0.3799], [0.2781, 1.1227, 0.8933], [-0.6333, -0.0243, 1.2605], [-0.6910, -0.1217, -3.5987], [0.8818, -2.0413, 0.1376], [1.2032, 1.2463, 1.4473], [-0.1135, 2.0739, 0.5060], [0.1263, -0.8840, 1.5696], [-1.7261, 0.0960, 1.3325]], "forces_ev_per_angstrom": [[0.04, 0.04, 0.46], [-0.14, 0.03, -0.46], [1.15, -0.76, -0.22], [0.48, 0.67, -1.77], [0.39, -0.32, -0.17], [0.51, -0.80, 0.17], [0.02, -0.01, 0.17], [-0.12, 0.73, -0.20], [-0.04, -0.11, -0.08], [-0.09, -0.73, 0.06], [-3.00, 1.62, 2.02], [0.78, -0.36, 0.03]]}

=====

7.
{"formula": "C5H6O", "method": "the ωB97M-V functional and the def2-TZVPD basis", "smiles": "C=COC1C=C1", "e_homo_ev": -9.34, "e_above_lowest_kj_mol": 320.0, "charge": 0, "multiplicity": 1, "molar_mass_g_mol": 82.10, "lumo_energy_ha": 0.04611, "orbital_gap_ev": 10.60, "elements": ["C", "C", "O", "C", "C", "C", "H", "H", "H", "H", "H", "H"], "positions_angstrom": [[-2.0926, 0.4359, -0.0642], [-1.2630, -0.5082, 0.3583], [-0.2415, -0.9834, -0.4164], [1.0115, -0.6221, 0.1502], [1.4540, 0.7805, 0.0249], [2.0491, -0.0817, -0.7420], [-2.8976, 0.7903, 0.5662], [-1.9770, 0.8571, -1.0549], [-1.3358, -0.9484, 1.3535], [1.2467, -1.2346, 1.0246], [1.2874, 1.8004, 0.3251], [2.7588, -0.2858, -1.5253]], "forces_ev_per_angstrom": [[0.10, -0.17, 0.01], [-0.29, 0.23, 0.06], [-0.06, -0.01, -0.10], [0.22, -0.12, 0.24], [0.15, -0.05, -0.17], [-0.10, 0.21, 0.06], [0.03, -0.09, -0.04], [-0.03, 0.00, 0.02], [0.02, 0.04, -0.05], [-0.04, 0.07, -0.12], [0.07, -0.07, 0.04], [-0.06, -0.04, 0.04]]}

=====

8.
{"formula": "C5H6O", "method": "the ωB97M-V functional and the def2-TZVPD basis", "smiles": "C1=CCCOC=1", "e_homo_ev": -8.80, "e_above_lowest_kj_mol": 307.1, "charge": 0, "multiplicity": 1, "molar_mass_g_mol": 82.10, "lumo_energy_ha": 0.00704, "orbital_gap_ev": 8.99, "elements": ["C", "C", "C", "C", "O", "C", "H", "H", "H", "H", "H", "H"], "positions_angstrom": [[0.5754, 1.5335, -0.0617], [1.1699, 0.5263, 0.5590], [0.2452, -0.6136, 0.9141], [-0.6097, -0.8827, -0.3789], [-0.5230, 0.0970, -1.4225], [-0.4199, 1.3823, -0.9262], [2.2485, 0.3997, 0.5472], [0.7836, -1.5208, 1.2164], [-0.4297, -0.3579, 1.7376], [-1.6620, -0.9306, -0.0881], [-0.3148, -1.8186, -0.8549], [-1.1330, 2.0855, -1.3429]], "forces_ev_per_angstrom": [[-0.03, -0.37, -0.10], [0.12, 0.18, 0.14], [0.02, 0.06, 0.05], [-0.13, -0.16, 0.03], [-0.25, 0.10, -0.31], [0.08, 0.06, 0.04], [-0.07, -0.03, 0.20], [-0.04, 0.23, -0.13], [0.16, 0.05, -0.19], [0.06, -0.18, -0.02], [-0.03, 0.08, 0.12], [0.11, -0.02, 0.16]]}

=====

9.
{"formula": "C5H6O", "method": "the ωB97M-V functional and the def2-TZVPD basis", "e_homo_ev": -8.81, "e_above_lowest_kj_mol": 365.1, "charge": 0, "multiplicity": 1, "molar_mass_g_mol": 82.10, "lumo_energy_ha": 0.04223, "orbital_gap_ev": 9.95, "elements": ["C", "C", "C", "O", "C", "C", "H", "H", "H", "H", "H", "H"], "positions_angstrom": [[-0.5882, 1.1029, 0.2131], [-0.7936, -0.3665, 0.4958], [0.0595, -1.1137, -0.6244], [0.4919, -0.1389, -1.5268], [0.7751, 0.6493, -0.3461], [0.6986, -0.6255, 0.5836], [-0.3959, 1.7106, 1.1098], [-1.2874, 1.6352, -0.4348], [-1.6539, -0.9973, 0.3415], [-0.1574, -2.1428, -0.9139], [1.6214, 1.3033, -0.5262], [1.3535, -1.0689, 1.3288]], "forces_ev_per_angstrom": [[0.00, 0.18, -0.26], [-0.41, -0.64, -1.11], [-0.10, -0.27, -0.18], [0.49, 0.07, -0.15], [0.54, 0.55, -0.02], [0.45, -0.19, 0.10], [-0.26, -0.41, -0.07], [0.18, -0.07, -0.19], [-0.60, 0.06, 1.85], [-0.13, 0.47, -0.13], [-0.01, 0.11, 0.28], [-0.15, 0.12, -0.11]]}

=====

10.
{"formula": "C5H6O", "method": "the ωB97M-V functional and the def2-TZVPD basis", "e_homo_ev": -9.95, "e_above_lowest_kj_mol": 386.0, "charge": 0, "multiplicity": 1, "molar_mass_g_mol": 82.10, "lumo_energy_ha": 0.03454, "orbital_gap_ev": 10.89, "elements": ["C", "C", "C", "C", "O", "C", "H", "H", "H", "H", "H", "H"], "positions_angstrom": [[2.4199, -0.9563, -0.3531], [1.3699, -0.4847, -0.0133], [0.1436, 0.0887, 0.4891], [-1.1968, -0.5641, 0.1318], [-1.4594, 0.3057, -0.9440], [-0.5828, 1.2172, -0.2866], [3.3408, -1.3711, -0.6833], [0.2508, 0.2563, 1.5603], [-1.2654, -1.6137, -0.2076], [-1.9462, -0.0952, 0.9447], [-1.2454, 1.7287, 0.6409], [-0.0139, 1.6757, -1.1206]], "forces_ev_per_angstrom": [[-0.20, 0.08, -0.06], [0.23, -0.08, -0.38], [-0.49, -0.07, 0.28], [-2.05, -0.21, 1.30], [0.47, 0.16, -0.34], [-0.54, 0.94, 0.83], [0.01, -0.01, 0.02], [0.03, 0.15, -0.04], [-0.20, 0.38, 0.88], [1.21, -2.24, -0.93], [1.87, -0.10, -2.82], [-0.35, 1.01, 1.28]]}

=====

Look up the multiplicity of the ninth one. 1